Entry 1:
This record from OMol25 describes a structure of composition C20H57FI2N3O9P2S. The level of theory is wB97M-V/def2-TZVPD.

```
95
Properties=species:S:1:pos:R:3:lowdin_charge:R:1
C 1.230 2.142 0.482 -0.158
C 0.804 3.577 0.338 -0.804
I 2.210 4.843 -0.521 0.984
C -0.411 3.977 0.750 -0.833
I -1.123 5.937 0.711 0.952
N -1.250 2.958 1.384 0.066
C -1.785 1.940 0.665 -0.404
N -1.376 0.626 0.946 0.090
F -2.396 -0.051 1.621 -0.012
N -2.689 2.073 -0.289 -0.246
P -3.603 3.563 -0.564 0.683
O -5.041 3.301 -0.774 -0.410
P -3.134 0.728 -1.445 0.375
S -3.850 1.377 -3.071 0.345
H 0.661 1.501 -0.198 0.088
H 2.278 1.962 0.290 0.054
H 1.054 1.793 1.504 0.079
H -0.783 2.571 2.199 0.153
H -0.579 0.591 1.580 0.134
H -3.431 4.256 0.630 -0.045
H -3.047 4.243 -1.648 0.037
H -1.888 0.112 -1.562 -0.018
H -3.901 -0.127 -0.651 0.007
C -8.634 3.242 -2.748 -0.086
C -8.287 1.871 -2.201 -0.316
O -6.894 1.585 -2.299 -0.156
H -8.325 3.321 -3.791 0.075
H -9.706 3.430 -2.686 0.076
H -8.118 4.022 -2.183 0.069
H -8.791 1.090 -2.769 0.111
H -8.612 1.789 -1.158 0.109
H -6.420 2.254 -1.792 -0.002
C 3.750 -1.577 2.536 -0.084
C 2.471 -1.553 1.730 -0.290
O 2.417 -0.427 0.839 -0.116
H 3.854 -0.662 3.118 0.059
H 3.762 -2.431 3.212 0.076
H 4.621 -1.649 1.884 0.079
H 1.597 -1.465 2.377 0.103
H 2.369 -2.478 1.154 0.110
H 3.168 -0.478 0.238 0.080
C 2.828 0.614 -4.542 -0.073
C 2.645 0.287 -3.076 -0.322
O 3.393 1.153 -2.217 -0.098
H 3.881 0.549 -4.815 0.086
H 2.269 -0.079 -5.169 0.066
H 2.489 1.630 -4.760 0.076
H 2.996 -0.720 -2.855 0.104
H 1.581 0.334 -2.804 0.101
H 3.092 2.052 -2.377 0.047
C 5.327 -6.198 3.838 -0.090
C 4.076 -6.120 2.985 -0.320
O 4.088 -5.000 2.101 -0.095
H 5.448 -5.284 4.420 0.074
H 5.281 -7.045 4.523 0.076
H 6.215 -6.315 3.213 0.074
H 3.193 -5.989 3.609 0.110
H 3.950 -7.044 2.413 0.108
H 4.851 -5.089 1.522 0.081
C 1.882 -3.565 -4.766 -0.087
C 1.895 -3.122 -6.218 -0.326
O 3.147 -2.577 -6.616 -0.083
H 2.130 -2.727 -4.111 0.053
H 0.902 -3.952 -4.483 0.073
H 2.619 -4.352 -4.593 0.076
H 1.166 -2.328 -6.384 0.107
H 1.627 -3.961 -6.868 0.110
H 3.816 -3.259 -6.505 0.082
C -1.303 -3.760 -0.564 -0.085
C -1.545 -4.021 0.910 -0.308
O -1.037 -2.977 1.736 -0.087
H -0.237 -3.648 -0.765 0.074
H -1.691 -4.579 -1.170 0.079
H -1.803 -2.839 -0.880 0.055
H -1.037 -4.929 1.230 0.116
H -2.616 -4.149 1.100 0.112
H -1.488 -2.171 1.476 0.034
C -5.602 4.154 3.409 -0.088
C -6.794 3.706 2.584 -0.322
O -7.115 4.646 1.569 -0.078
H -5.792 5.122 3.870 0.081
H -5.369 3.433 4.194 0.075
H -4.718 4.269 2.769 0.045
H -7.681 3.616 3.209 0.116
H -6.600 2.728 2.129 0.105
H -6.342 4.724 1.000 0.047
C 7.152 1.985 3.143 -0.087
C 6.063 0.936 3.018 -0.346
O 6.533 -0.376 3.303 -0.085
H 7.977 1.754 2.470 0.079
H 6.770 2.978 2.902 0.073
H 7.547 2.013 4.161 0.075
H 5.677 0.909 1.999 0.107
H 5.228 1.180 3.687 0.103
H 6.863 -0.375 4.207 0.088
```

Properties
Electronic energy in a.u.: -3413.360634
Gap between HOMO and LUMO in eV: 6.6
HOMO level in eV: -11.6
LUMO in eV: -5.02
Total charge: +1
Max |F| in hartree/bohr: 0.043

=====

Entry 2:
This record from OMol25 describes a cluster of 6 separate species, C20H57N5O6 in total. The level of theory is wB97M-V/def2-TZVPD.

```
88
Properties=species:S:1:pos:R:3:lowdin_charge:R:1
C 5.224 -0.710 2.205 -0.101
O 4.148 0.122 2.596 -0.183
C 3.638 0.914 1.565 -0.218
C 3.891 2.407 1.883 -0.403
C 2.945 2.998 2.960 -0.054
N 3.818 3.245 0.693 0.045
H 6.129 -0.110 2.038 0.089
H 4.977 -1.243 1.284 0.085
H 5.470 -1.371 3.033 0.088
H 4.067 0.717 0.579 0.123
H 2.555 0.839 1.487 0.079
H 4.915 2.533 2.249 0.137
H 2.968 2.399 3.881 0.075
H 1.894 2.997 2.663 0.074
H 3.314 3.983 3.237 0.072
H 2.858 3.533 0.541 0.022
H 4.304 4.129 0.774 0.073
C 1.113 2.512 -1.046 -0.136
O 1.492 3.868 -1.070 -0.195
C 0.319 4.663 -0.936 -0.193
C 0.789 6.133 -0.766 -0.408
C 1.438 6.307 0.612 -0.071
N -0.392 7.007 -0.826 0.022
H 0.888 2.071 -0.067 0.067
H 1.971 1.934 -1.412 0.088
H 0.294 2.242 -1.721 0.091
H -0.247 4.675 -1.873 0.125
H -0.320 4.406 -0.088 0.128
H 1.508 6.418 -1.531 0.138
H 0.746 6.284 1.456 0.080
H 1.846 7.322 0.689 0.073
H 2.246 5.593 0.780 0.049
H -0.075 7.962 -0.731 0.065
H -1.100 6.800 -0.139 0.068
C -0.001 -7.803 -2.725 -0.118
O 0.626 -6.556 -2.490 -0.167
C -0.145 -5.498 -3.027 -0.229
C 0.736 -4.324 -3.414 -0.414
C -0.041 -3.027 -3.840 -0.058
N 1.744 -4.681 -4.434 0.034
H -1.087 -7.757 -2.825 0.082
H 0.176 -8.491 -1.892 0.083
H 0.458 -8.288 -3.593 0.089
H -0.753 -5.730 -3.909 0.125
H -0.867 -5.177 -2.266 0.128
H 1.267 -3.911 -2.553 0.117
H 0.294 -2.593 -4.781 0.067
H 0.001 -2.259 -3.068 0.051
H -1.101 -3.211 -4.063 0.070
H 1.297 -4.788 -5.338 0.069
H 2.337 -3.861 -4.486 0.067
C 0.006 -3.322 4.075 -0.143
O 1.069 -2.509 3.676 -0.175
C 1.244 -2.579 2.250 -0.172
C 0.277 -1.709 1.442 -0.399
C 0.667 -1.532 -0.018 -0.045
N 0.221 -0.352 2.030 0.041
H -0.085 -3.399 5.167 0.089
H 0.095 -4.409 3.909 0.090
H -0.952 -2.968 3.682 0.084
H 2.291 -2.288 2.155 0.126
H 1.146 -3.623 1.933 0.125
H -0.771 -2.006 1.545 0.122
H 0.058 -0.812 -0.562 0.072
H 0.590 -2.497 -0.525 0.070
H 1.704 -1.188 -0.061 0.081
H 1.012 0.168 1.679 0.032
H 0.259 -0.350 3.044 0.096
C -7.497 1.367 -1.281 -0.099
O -6.086 1.293 -1.136 -0.177
C -5.740 0.405 -0.101 -0.233
C -4.234 0.324 0.011 -0.424
C -3.617 -0.611 -1.038 -0.053
N -3.777 -0.005 1.364 0.044
H -7.905 0.360 -1.409 0.084
H -7.804 1.948 -2.144 0.087
H -7.883 1.798 -0.355 0.088
H -6.129 0.780 0.856 0.127
H -6.215 -0.571 -0.255 0.127
H -3.851 1.314 -0.264 0.131
H -4.101 -1.590 -0.998 0.080
H -2.531 -0.705 -0.982 0.060
H -3.766 -0.192 -2.038 0.082
H -4.520 -0.419 1.910 0.073
H -2.961 -0.597 1.329 0.057
O -1.445 1.984 1.549 -0.106
H -0.974 1.171 1.835 -0.021
H -2.361 1.698 1.432 -0.015
```

Properties
Electronic energy in a.u.: -1521.282284
Structure (SMILES): COC[C@H](C)N.COC[C@H](C)N.COC[C@H](C)N.COC[C@H](C)N.COC[C@H](C)N.O
Gap between HOMO and LUMO in eV: 9.3
HOMO level in eV: -8.8
ΔE to the lowest compared entry with this formula, charge and spin in kJ/mol: 194.3
LUMO in eV: 0.55
Max |F| in hartree/bohr: 0.048

=====

Entry 3:
This record from OMol25 describes a cluster of 6 separate species, C20H57N5O6 in total. The level of theory is wB97M-V/def2-TZVPD.

```
88
Properties=species:S:1:pos:R:3:lowdin_charge:R:1
C 3.487 2.668 -2.242 -0.007
C 2.182 2.111 -1.667 -0.336
C 1.251 1.448 -2.663 -0.138
O 0.942 2.422 -3.700 -0.179
C 0.329 2.000 -4.823 -0.133
N 2.409 1.059 -0.644 0.209
H 3.109 1.665 0.089 0.269
H 1.584 0.733 -0.318 -0.016
H 3.042 0.354 -0.969 0.145
H 3.227 3.248 -3.059 0.062
H 4.033 1.858 -2.581 0.067
H 4.120 3.344 -1.691 0.090
H 1.529 2.857 -1.142 0.171
H 0.485 1.199 -1.964 0.106
H 1.867 0.573 -3.183 0.169
H 1.021 1.109 -5.062 0.111
H 0.514 2.567 -5.638 0.043
H -0.803 1.681 -4.760 0.125
O 0.484 -0.298 0.349 -0.356
H -0.225 -0.751 0.548 -0.112
C -3.695 0.777 1.879 -0.086
C -3.013 0.508 0.609 -0.437
C -3.944 0.656 -0.605 -0.082
O -4.976 -0.434 -0.597 -0.194
C -5.718 -0.591 -1.779 -0.091
N -1.910 1.489 0.423 0.029
H -4.139 1.768 1.771 0.091
H -3.169 0.683 2.810 0.074
H -4.546 0.105 2.030 0.088
H -2.715 -0.401 0.879 0.090
H -3.386 0.382 -1.347 0.041
H -4.552 1.416 -0.822 0.094
H -6.379 0.234 -1.838 0.081
H -6.246 -1.445 -1.752 0.059
H -5.039 -0.458 -2.516 0.039
H -1.639 1.887 1.443 0.095
H -1.006 0.874 0.147 0.072
C 3.588 -3.799 2.299 -0.059
C 2.363 -3.035 1.893 -0.464
C 1.529 -2.702 3.091 -0.229
O 1.100 -3.930 3.737 -0.179
C 0.451 -3.635 5.014 -0.080
N 2.689 -1.708 1.347 0.011
H 3.391 -4.646 2.856 0.050
H 4.220 -3.089 2.903 0.095
H 4.217 -3.858 1.415 0.079
H 1.929 -3.626 1.109 0.130
H 0.567 -1.999 2.724 0.156
H 1.919 -1.861 3.700 0.111
H 1.220 -3.284 5.823 0.119
H 0.166 -4.563 5.387 0.056
H -0.258 -2.895 4.939 0.047
H 3.369 -1.214 1.971 0.084
H 1.873 -1.225 0.905 0.010
C 1.228 2.412 4.617 -0.048
C 0.679 1.841 3.316 -0.447
C 0.413 2.969 2.353 -0.288
O -0.610 3.738 2.850 -0.176
C -0.985 4.786 1.977 -0.086
N 1.576 0.898 2.693 0.057
H 0.844 3.320 4.891 0.021
H 2.298 2.680 4.436 0.091
H 0.910 1.636 5.506 0.137
H -0.289 1.227 3.363 0.159
H 0.303 2.600 1.326 0.102
H 1.343 3.495 2.372 0.117
H -1.264 4.495 0.984 0.070
H -0.166 5.360 1.903 0.035
H -1.917 5.327 2.518 0.149
H 1.175 0.612 1.859 -0.028
H 1.293 0.040 3.031 0.005
C 0.747 -3.602 -3.612 -0.112
C 0.486 -2.188 -3.102 -0.404
C -1.033 -1.826 -3.127 -0.216
O -1.316 -1.406 -4.442 -0.240
C -2.630 -0.846 -4.572 -0.125
N 0.883 -2.288 -1.656 0.078
H 0.248 -4.386 -2.890 0.100
H 1.864 -3.948 -3.439 0.099
H 0.450 -3.746 -4.727 0.097
H 1.041 -1.456 -3.749 0.125
H -1.132 -0.830 -2.434 0.150
H -1.666 -2.708 -2.752 0.147
H -2.763 0.215 -4.071 0.103
H -3.218 -1.670 -4.220 0.062
H -2.975 -0.646 -5.681 0.114
H 0.842 -1.453 -1.144 -0.013
H 0.501 -2.858 -1.092 -0.026
```

Properties
Electronic energy in a.u.: -1520.944766
Gap between HOMO and LUMO in eV: 8.2
HOMO level in eV: -8.1
ΔE to the lowest compared entry with this formula, charge and spin in kJ/mol: 1080.5
LUMO in eV: 0.06
Max |F| in hartree/bohr: 0.189

=====

Question: Among the records above, which one has the highest gap between HOMO and LUMO?
Answer: number 2